[1]
{"formula": "C4H12N3O", "method": "ωB97M-V/def2-TZVPD", "species": ["C", "C", "C", "C", "N", "N", "N", "O", "H", "H", "H", "H", "H", "H", "H", "H", "H", "H", "H", "H"], "positions_angstrom": [[0.7084, -0.7286, -1.3698], [0.2961, -0.5074, 2.5757], [-1.9173, 1.2319, 0.5296], [-0.5038, 0.8247, 0.1741], [0.3661, -1.7700, -2.1542], [1.9803, -0.2685, -1.2938], [-0.2288, -0.2912, -0.4992], [0.4463, 1.7278, 0.2080], [-0.0144, -1.4431, 2.2674], [1.2627, -0.0530, 2.3093], [-0.3525, 0.2723, 2.9028], [-2.6592, 0.4550, 0.9458], [-2.3266, 1.5682, -0.4144], [-1.8675, 2.1073, 1.2448], [1.1103, -2.4985, -2.3097], [-0.4707, -2.1606, -2.4447], [2.6310, -0.5952, -2.0867], [2.1290, 0.6997, -0.9490], [-0.9272, -0.9220, -0.5704], [0.3379, 2.3514, 0.9342]], "forces_ev_per_a": [[0.00, 0.97, 1.00], [1.50, 2.78, -0.23], [-0.29, -0.32, 0.76], [-1.57, 0.07, 2.24], [4.42, -1.63, -0.19], [1.22, -0.18, -2.04], [2.08, 0.32, -1.94], [1.56, 1.00, -0.44], [-0.49, -1.65, -0.35], [-0.24, -0.95, 0.10], [-0.84, -0.12, 0.53], [1.60, 0.93, -0.53], [-0.57, 0.47, -0.19], [-0.18, -1.05, -0.79], [-0.85, 1.32, 0.21], [-2.33, 0.17, -0.05], [-1.45, 1.00, 1.81], [-0.17, -1.16, -0.23], [-3.30, -2.02, 0.33], [-0.09, 0.07, 0.00]], "e_above_lowest_kj_mol": 445.8, "homo_lumo_gap_ev": [7.31, 8.58], "energy_ha": -398.7475, "charge": 1, "homo_energy_ev": [-10.420, -12.028], "fmax_ev_per_a": 4.7}



[2]
{"formula": "C4H4FeO5", "method": "ωB97M-V/def2-TZVPD", "species": ["O", "C", "O", "O", "C", "C", "H", "H", "H", "H", "O", "O", "C", "Fe"], "positions_angstrom": [[-0.8036, 0.7471, -0.0760], [-1.7244, 1.4068, -0.9255], [-2.6346, 0.5602, -1.2013], [-1.5170, 2.5429, -1.2661], [0.5815, 1.1215, -0.0094], [1.2875, 0.0505, 0.7430], [0.6127, 2.0986, 0.4983], [0.9934, 1.2373, -1.0208], [2.2276, -0.3228, 0.3370], [1.1356, 0.0114, 1.8237], [1.4248, -3.5667, 0.4707], [-0.2034, -1.9547, 0.4477], [0.4306, -2.9852, 0.4166], [-1.8107, -0.9470, -0.2381]], "forces_ev_per_a": [[-1.49, -1.25, 0.27], [1.68, 5.05, -1.22], [-0.59, -3.06, 0.71], [-0.72, -2.46, 0.69], [2.19, 0.09, 0.16], [0.69, 0.98, 0.43], [-0.12, -0.15, -0.07], [-0.43, 0.09, 0.08], [-0.28, 0.00, 0.11], [0.03, -0.19, -0.29], [-2.78, -0.22, -0.29], [-2.18, -1.30, -0.66], [4.18, 0.88, 0.61], [-0.19, 1.53, -0.53]], "e_above_lowest_kj_mol": 21.9, "homo_lumo_gap_ev": [6.83, 6.26], "energy_ha": -1793.8212, "charge": 2, "homo_energy_ev": [-17.644, -20.499], "spin_multiplicity": 7, "s2": 12.022, "fmax_ev_per_a": 5.5}



[3]
{"formula": "C33H34Br4N5O2PSiTa", "method": "ωB97M-V/def2-TZVPD", "species": ["Ta", "C", "N", "C", "C", "N", "N", "C", "N", "N", "H", "H", "H", "H", "H", "H", "H", "H", "H", "H", "H", "Br", "C", "C", "Br", "C", "Br", "C", "O", "C", "O", "C", "Br", "C", "C", "C", "C", "C", "C", "P", "C", "C", "C", "C", "C", "C", "C", "C", "C", "C", "C", "C", "H", "H", "H", "H", "H", "H", "H", "H", "H", "H", "H", "H", "H", "H", "C", "Si", "C", "C", "C", "C", "H", "H", "H", "H", "H", "H", "H", "H", "H"], "positions_angstrom": [[0.1292, 0.0837, -0.2720], [5.7514, 1.4171, -0.5551], [4.7122, 0.4099, -0.4921], [5.1130, -0.8347, 0.1423], [3.4224, 0.6377, -0.7900], [2.4551, -0.1765, -0.4864], [3.1485, 1.7812, -1.5332], [2.0814, 2.6396, -1.3544], [2.0850, 3.7380, -2.1445], [1.2238, 2.4209, -0.4237], [6.5115, 1.1310, -1.2835], [6.2276, 1.4990, 0.4248], [5.3534, 2.3941, -0.8087], [6.1945, -0.9256, 0.0646], [4.6653, -1.6899, -0.3656], [4.8407, -0.8540, 1.2025], [2.7642, -0.9371, 0.1109], [3.8430, 2.0539, -2.2154], [2.6860, 3.8290, -2.9473], [1.2661, 4.3261, -2.1341], [0.5017, 3.1346, -0.3591], [0.3037, 1.8862, 6.4132], [-0.2345, 1.7006, 4.6162], [-1.2951, 2.4518, 4.1120], [-2.2004, 3.6673, 5.2303], [-1.6702, 2.3228, 2.7727], [-3.0271, 3.3832, 2.0040], [-1.0048, 1.4367, 1.9365], [-1.2506, 1.2466, 0.6645], [0.0700, 0.6663, 2.4567], [0.6429, -0.1092, 1.5788], [0.4487, 0.8207, 3.7828], [1.9638, -0.1397, 4.3570], [-5.2786, -4.8151, 2.0309], [-5.4746, -4.2215, 0.7927], [-4.6137, -3.2351, 0.3496], [-3.5448, -2.8377, 1.1473], [-3.3529, -3.4338, 2.3896], [-4.2196, -4.4185, 2.8282], [-2.3139, -1.6138, 0.5515], [-3.3625, -0.6381, -0.6000], [-4.1147, 0.3690, 0.0029], [-4.8841, 1.2252, -0.7616], [-4.9323, 1.0574, -2.1368], [-4.2237, 0.0308, -2.7359], [-3.4231, -0.8094, -1.9787], [-1.2986, -2.6682, -0.5615], [-1.5873, -3.9761, -0.9322], [-0.6922, -4.6698, -1.7286], [0.4620, -4.0481, -2.1769], [0.7437, -2.7436, -1.7985], [-0.1107, -2.0383, -0.9548], [-5.9523, -5.5878, 2.3680], [-6.2991, -4.5320, 0.1682], [-4.7652, -2.7745, -0.6173], [-2.5207, -3.1276, 3.0089], [-4.0693, -4.8803, 3.7929], [-4.0812, 0.4835, 1.0797], [-5.4362, 2.0215, -0.2853], [-5.5205, 1.7298, -2.7428], [-4.3009, -0.1185, -3.8019], [-2.8556, -1.5912, -2.4641], [-2.4997, -4.4495, -0.5988], [-0.8930, -5.6953, -1.9999], [1.1493, -4.5831, -2.8168], [1.6440, -2.2679, -2.1694], [-0.4068, -1.6483, -5.4512], [-0.6568, 0.2361, -5.2773], [0.8113, 1.1842, -6.0408], [-2.3395, 0.7924, -5.9636], [-0.5748, 0.5838, -3.4498], [-0.4242, 0.6194, -2.2426], [-0.4390, -1.9548, -6.4932], [-1.1795, -2.1979, -4.9201], [0.5487, -1.9654, -5.0423], [0.8729, 1.0046, -7.1084], [1.7558, 0.8735, -5.6025], [0.7136, 2.2557, -5.8942], [-2.3024, 0.9660, -7.0331], [-2.6785, 1.7082, -5.4894], [-3.0974, 0.0351, -5.7933]], "forces_ev_per_a": [[1.13, 0.26, -0.55], [0.32, 0.26, 0.02], [-0.37, 0.02, -0.13], [-0.07, -0.24, 0.07], [-0.08, -0.04, -0.05], [-1.23, -0.10, 0.19], [0.25, 0.17, -0.42], [0.04, 0.23, 0.12], [0.01, -0.01, -0.07], [-0.82, -1.35, 0.25], [0.01, 0.05, -0.01], [-0.03, 0.02, -0.07], [0.00, 0.00, 0.04], [-0.07, -0.01, -0.02], [0.01, 0.01, 0.01], [-0.01, 0.02, -0.06], [-0.11, 0.07, 0.04], [-0.12, -0.09, 0.20], [-0.02, -0.07, 0.09], [0.09, -0.09, -0.03], [0.08, -0.14, -0.03], [-0.03, -0.04, -0.11], [-0.04, 0.11, 0.18], [0.00, 0.03, 0.07], [-0.01, -0.07, -0.13], [-0.18, 0.12, -0.22], [0.05, -0.08, -0.01], [0.69, -0.10, 1.82], [0.83, -0.61, -1.97], [-1.39, 1.67, 1.75], [0.86, -0.84, -0.71], [0.29, -0.26, -0.30], [-0.03, -0.08, -0.04], [-0.04, -0.01, -0.06], [-0.07, -0.09, -0.01], [0.06, 0.14, -0.01], [0.23, 0.22, 0.35], [0.07, 0.14, -0.10], [-0.02, -0.15, 0.12], [-0.43, -0.74, -0.86], [0.20, -0.10, 0.15], [0.10, -0.02, -0.04], [-0.01, -0.04, 0.07], [-0.02, 0.05, -0.03], [-0.02, -0.04, -0.09], [-0.09, -0.01, 0.16], [-0.21, 0.24, 0.45], [-0.01, 0.07, -0.04], [-0.07, -0.03, 0.00], [0.17, 0.16, 0.00], [0.28, 0.09, -0.21], [-0.09, 0.98, 0.51], [-0.07, -0.06, 0.06], [-0.07, -0.02, -0.04], [-0.06, 0.01, -0.02], [0.04, 0.03, 0.07], [0.02, -0.02, 0.07], [0.02, 0.10, 0.04], [-0.07, 0.05, 0.03], [-0.10, 0.03, -0.05], [0.04, 0.01, -0.11], [0.10, -0.07, 0.01], [-0.02, -0.04, 0.05], [-0.04, -0.08, -0.06], [0.05, -0.04, -0.03], [0.08, -0.03, -0.03], [-0.12, 0.75, 0.06], [0.14, -0.24, -0.39], [-0.59, -0.31, 0.26], [0.61, -0.16, 0.31], [0.00, -0.06, -0.77], [-0.06, 0.41, 0.41], [-0.02, 0.01, -0.20], [-0.17, -0.01, 0.10], [0.17, 0.05, 0.08], [-0.02, -0.06, -0.25], [0.09, -0.14, 0.14], [-0.10, 0.19, 0.05], [0.13, 0.02, -0.24], [0.00, 0.17, 0.10], [-0.08, -0.19, 0.09]], "e_above_lowest_kj_mol": 114.3, "homo_lumo_gap_ev": 6.76, "energy_ha": -12685.9643, "charge": 1, "homo_energy_ev": -10.312, "fmax_ev_per_a": 2.8}



[4]
{"formula": "C6H16N3S", "method": "ωB97M-V/def2-TZVPD", "species": ["C", "C", "C", "C", "C", "C", "N", "N", "N", "S", "H", "H", "H", "H", "H", "H", "H", "H", "H", "H", "H", "H", "H", "H", "H", "H"], "positions_angstrom": [[0.9201, 1.7378, -3.2961], [0.9557, 0.2575, 2.7328], [-0.2292, -1.9180, 1.2167], [0.5676, 0.2853, -3.2489], [-0.4902, -0.2103, 2.8107], [-1.0407, 0.2607, 0.4302], [0.0839, 0.0319, -1.9157], [0.5565, 0.0328, -0.8490], [-1.0054, -0.7096, 1.5215], [-2.5020, 0.0696, -0.6509], [1.8956, 1.8640, -3.0187], [0.7924, 2.0145, -4.3551], [0.2568, 2.3951, -2.6732], [1.5637, -0.6937, 2.4712], [1.3355, 0.9950, 1.9706], [1.0444, 0.6305, 3.7197], [0.6475, -1.6471, 0.5854], [0.1910, -2.5262, 2.0146], [-0.7937, -2.4947, 0.5102], [1.3658, -0.4441, -3.4593], [-0.2823, -0.1364, -3.8064], [-1.1039, 0.6621, 2.9540], [-0.4009, -0.8839, 3.6322], [-0.6943, 1.2879, 0.7377], [-1.9612, -0.9377, 1.6451], [-1.6726, 0.0770, -1.6791]], "forces_ev_per_a": [[-2.86, 0.67, -1.74], [1.16, -1.66, -2.34], [1.57, -0.90, -2.71], [-0.21, -2.37, 0.01], [0.88, 3.11, -1.15], [0.32, 1.36, -2.28], [-0.91, 0.06, 2.05], [-0.82, 0.22, 0.18], [1.40, -1.21, 1.10], [0.64, 0.46, 2.64], [2.50, 0.47, 0.77], [0.23, 0.35, 0.44], [0.47, -0.78, -0.63], [-0.45, 1.67, 1.17], [-1.09, -0.43, 0.76], [1.24, 0.32, 0.93], [-0.57, 0.17, 0.81], [-0.80, 0.34, 0.51], [-0.54, -0.65, 0.01], [0.31, 0.66, 0.04], [0.31, 1.10, -0.60], [-0.43, 0.20, 0.98], [-1.26, -1.01, 0.17], [-0.77, -1.21, -0.14], [-1.22, -0.80, 0.38], [0.89, -0.15, -1.35]], "e_above_lowest_kj_mol": 499.3, "homo_lumo_gap_ev": [8.87, 8.87], "energy_ha": -800.2589, "charge": 1, "homo_energy_ev": [-12.160, -12.160], "fmax_ev_per_a": 3.4}